Record 1
A single C26H36N4O2 molecule. Source: the Open Molecules 2025 dataset; level of theory: ωB97M-V/def2-TZVPD.

Values from the calculation:
**Frontier orbital gap**: 9.1 eV
**SMILES**: O=C(Cc1ccccc1)NCCCN1CCN(CCCNC(=O)Cc2ccccc2)CC1
**ΔE to the lowest compared entry with this formula, charge and spin**: 43.1 kcal per mole

Geometry as XYZ:
```
68
C26H36N4O2, DFT ωB97M-V/def2-TZVPD
O -3.24 0.06 3.74
C -2.54 0.14 2.75
C -1.21 -0.59 2.60
C -1.19 -1.68 1.57
C 0.03 -2.27 1.24
C 0.09 -3.31 0.33
C -1.07 -3.76 -0.29
C -2.28 -3.17 0.03
C -2.34 -2.14 0.95
N -2.86 0.90 1.68
C -4.08 1.68 1.63
C -4.57 1.82 0.20
C -3.54 2.53 -0.69
N -2.41 1.65 -0.98
C -1.15 2.37 -1.14
C -0.02 1.37 -1.33
N -0.27 0.60 -2.53
C 0.85 -0.18 -3.01
C 1.17 -1.45 -2.21
C 2.61 -1.93 -2.40
N 3.55 -1.13 -1.65
C 3.86 -1.43 -0.37
O 3.54 -2.46 0.17
C 4.67 -0.33 0.33
C 3.78 0.86 0.55
C 3.86 1.98 -0.26
C 3.02 3.06 -0.06
C 2.09 3.03 0.96
C 2.00 1.92 1.78
C 2.84 0.84 1.57
C -1.50 -0.14 -2.38
C -2.65 0.83 -2.16
H -0.44 0.15 2.37
H -0.98 -1.02 3.58
H 0.94 -1.92 1.70
H 1.05 -3.75 0.10
H -1.02 -4.57 -1.00
H -3.19 -3.53 -0.44
H -3.30 -1.71 1.21
H -2.31 0.91 0.83
H -3.89 2.68 2.05
H -4.82 1.19 2.26
H -4.79 0.83 -0.21
H -5.50 2.40 0.20
H -3.17 3.41 -0.16
H -4.02 2.88 -1.62
H -0.97 2.96 -0.24
H -1.18 3.04 -2.02
H 0.92 1.90 -1.43
H 0.05 0.73 -0.43
H 1.72 0.49 -3.00
H 0.64 -0.45 -4.05
H 1.02 -1.26 -1.14
H 0.48 -2.24 -2.50
H 2.89 -1.91 -3.46
H 2.71 -2.95 -2.02
H 3.72 -0.19 -1.98
H 5.53 -0.07 -0.29
H 5.02 -0.73 1.28
H 4.60 2.02 -1.06
H 3.10 3.93 -0.70
H 1.44 3.88 1.13
H 1.28 1.90 2.58
H 2.77 -0.03 2.21
H -1.68 -0.72 -3.29
H -1.46 -0.84 -1.52
H -3.58 0.28 -2.02
H -2.76 1.47 -3.06
```

***

Record 2
A single C6H11N molecule. Source: the Open Molecules 2025 dataset; level of theory: ωB97M-V/def2-TZVPD.

Values from the calculation:
**Frontier orbital gap**: 12.2 eV
**SMILES**: CCC(C)(C)C#N
**ΔE to the lowest compared entry with this formula, charge and spin**: 1.4 kcal per mole

Geometry as XYZ:
```
18
C6H11N, DFT ωB97M-V/def2-TZVPD
C -2.10 0.12 0.13
C -0.81 0.43 -0.64
C 0.50 0.07 0.10
C 1.70 0.61 -0.69
C 0.64 -1.45 0.30
C 0.48 0.72 1.43
N 0.44 1.23 2.47
H -2.55 -0.83 -0.18
H -2.85 0.90 -0.02
H -1.93 0.06 1.21
H -0.77 1.50 -0.88
H -0.79 -0.10 -1.60
H 1.63 1.70 -0.81
H 2.64 0.38 -0.18
H 1.71 0.15 -1.68
H 1.58 -1.68 0.82
H -0.18 -1.87 0.88
H 0.66 -1.94 -0.68
```

***

Record 3
13 unconnected molecules or ions with the total composition C4H33NO13S. Source: the Open Molecules 2025 dataset; level of theory: ωB97M-V/def2-TZVPD.

Values from the calculation:
**Frontier orbital gap**: 8.8 eV
**ΔE to the lowest compared entry with this formula, charge and spin**: 0.0 kcal per mole

Geometry as XYZ:
```
52
C4H33NO13S, DFT ωB97M-V/def2-TZVPD
C 0.13 -0.99 0.04
N -0.55 -2.15 0.63
C -1.08 -3.13 -0.17
O -1.32 -4.23 0.30
C 1.52 -1.33 -0.50
C 2.49 -1.74 0.60
S 3.92 -2.69 -0.04
H -0.45 -0.55 -0.76
H 0.19 -0.21 0.82
H -0.24 -2.42 1.56
H -1.38 -2.87 -1.21
H 1.47 -2.13 -1.24
H 1.88 -0.44 -1.02
H 2.91 -0.84 1.08
H 2.00 -2.34 1.39
H 3.25 -3.61 -0.68
H 1.01 -1.67 -3.63
H 0.92 -3.13 -3.09
O 1.53 -2.48 -3.48
H -0.11 -3.81 3.42
H 1.19 -3.13 3.79
O 0.39 -3.00 3.27
H 0.58 2.65 -2.25
H 0.99 2.97 -3.71
O 0.54 2.30 -3.19
H -0.04 -0.21 -4.90
H 0.38 0.60 -3.65
O -0.02 -0.25 -3.94
H -2.71 1.23 0.40
H -2.35 -0.30 0.68
O -2.83 0.46 1.03
H -2.50 1.70 2.22
H -2.30 3.13 1.73
O -2.26 2.61 2.54
H -0.35 -1.50 3.60
H -1.53 -0.54 3.19
O -0.79 -0.62 3.80
H 0.02 0.97 3.55
H -0.65 2.27 3.05
O 0.25 1.89 3.27
H 0.98 2.88 0.07
H 0.51 4.22 -0.64
O 0.39 3.26 -0.68
H 2.51 2.87 1.70
H 1.19 2.14 2.01
O 1.86 2.30 1.26
H -1.35 2.85 -0.51
H -2.41 2.23 -1.49
O -2.26 2.53 -0.57
H -1.26 1.96 -3.20
H -2.09 0.68 -3.29
O -2.16 1.63 -3.14
```

***

Record 4
2 unconnected molecules or ions with the total composition C4H9B2F2NO5. Source: the Open Molecules 2025 dataset; level of theory: ωB97M-V/def2-TZVPD.

Values from the calculation:
**Frontier orbital gap**: 6.4 eV

Geometry as XYZ:
```
23
C4H9B2F2NO5, DFT ωB97M-V/def2-TZVPD
C -0.38 1.09 0.55
C -1.71 0.60 -0.11
B -2.93 1.28 0.62
N -4.37 0.75 0.38
O -2.87 2.37 1.50
H -0.50 1.28 1.62
H 0.34 0.26 0.47
H -0.03 1.99 0.05
H -1.72 0.99 -1.15
H -1.80 -0.49 -0.12
H -4.40 -0.23 0.13
H -4.95 0.96 1.20
H -4.74 1.32 -0.39
H -2.78 3.14 0.93
B 4.72 -1.99 -0.21
O 4.43 -1.20 -1.42
C 3.12 -1.11 -1.54
O 2.54 -0.52 -2.42
C 2.47 -1.83 -0.41
O 1.28 -1.94 -0.22
O 3.40 -2.35 0.37
F 5.45 -1.22 0.71
F 5.43 -3.15 -0.54
```

***

no.,largest force on an atom (eV/A)
1,0.709
2,1.077
3,1.748
4,2.478